DFT (ωB97M-V with the def2-TZVPD basis set) results for a structure of composition C32H24Cl4N5O5Y at a distorted geometry.

Geometry as ORCA input:
```
! RIJCOSX wB97M-V def2-TZVPD def2/J DEFGRID3
* xyz -2 1
Y 10.689 14.300 12.813
C 14.947 12.926 13.284
C 13.489 12.784 13.668
O 12.760 13.843 13.570
C 13.126 11.557 14.088
C 11.762 11.244 14.441
C 11.484 9.851 14.914
N 10.785 12.093 14.196
N 9.530 11.667 14.694
C 8.726 12.706 14.642
O 9.023 13.926 14.385
C 7.237 12.430 14.961
C 6.415 13.199 14.171
C 5.027 13.060 14.227
C 4.527 12.106 15.136
C 5.358 11.356 15.936
C 6.727 11.414 15.792
H 15.424 13.624 13.985
H 15.007 13.564 12.358
H 15.466 12.015 13.166
H 13.812 10.723 13.971
H 12.443 9.282 15.045
H 10.901 9.227 14.237
H 11.035 9.893 15.851
H 6.807 13.921 13.547
H 4.414 13.650 13.593
H 3.509 11.855 15.116
H 4.995 10.693 16.671
H 7.452 10.730 16.283
C 10.646 14.770 7.985
C 11.174 14.595 9.363
N 10.915 13.636 10.170
N 10.050 12.638 9.724
C 9.266 12.185 10.648
O 9.265 12.693 11.855
C 8.320 11.034 10.270
C 8.192 10.563 8.947
C 7.492 9.418 8.709
C 6.781 8.805 9.783
C 6.747 9.330 11.033
C 7.603 10.486 11.289
C 11.780 15.809 9.984
C 12.018 17.020 9.319
C 12.610 18.088 9.971
C 13.011 17.924 11.282
C 12.828 16.679 11.862
N 12.269 15.659 11.209
H 10.070 13.919 7.600
H 11.452 15.037 7.322
H 9.924 15.570 8.035
H 8.759 11.065 8.152
H 7.281 9.024 7.690
H 6.205 7.896 9.529
H 6.081 8.880 11.727
H 7.645 10.876 12.277
H 11.667 17.087 8.307
H 12.765 19.015 9.453
H 13.455 18.750 11.750
H 13.147 16.439 12.896
Cl 10.914 21.364 13.276
C 10.255 19.828 12.744
C 9.657 19.598 11.488
Cl 9.547 20.960 10.361
C 9.356 18.249 11.086
Cl 8.721 17.972 9.533
C 9.628 17.123 11.923
O 9.405 15.911 11.570
C 10.256 17.393 13.206
O 10.608 16.384 13.897
C 10.528 18.742 13.562
Cl 11.433 18.878 15.118
*
```

Results
Gap between HOMO and LUMO in hartree: 0.2144
Energy above the lowest of the compared OMol25 structures with the same formula, charge and spin in kcal/mol: 0.00
LUMO energy in eV: 4.3018